Entry 1:
{"formula": "C32H60FNO21PS", "method": "ωB97M-V/def2-TZVPD", "symbols": ["C", "C", "C", "F", "C", "C", "P", "O", "O", "S", "C", "N", "C", "C", "C", "C", "C", "O", "C", "C", "C", "H", "H", "H", "H", "H", "H", "H", "H", "H", "H", "H", "H", "H", "H", "H", "H", "H", "H", "H", "H", "H", "H", "H", "H", "C", "O", "C", "O", "O", "C", "H", "H", "H", "H", "H", "H", "C", "O", "C", "O", "O", "C", "H", "H", "H", "H", "H", "H", "C", "O", "C", "O", "O", "C", "H", "H", "H", "H", "H", "H", "C", "O", "C", "O", "O", "C", "H", "H", "H", "H", "H", "H", "C", "O", "C", "O", "O", "C", "H", "H", "H", "H", "H", "H", "C", "O", "C", "O", "O", "C", "H", "H", "H", "H", "H", "H"], "coordinates": [[2.49861, 0.97274, 3.30211], [1.41405, 1.41630, 2.16010], [0.80042, 0.13878, 1.38851], [-0.43165, -0.34348, 1.92425], [0.79094, 0.46233, -0.16739], [-0.42351, 0.89951, -1.02756], [-2.12507, 1.10703, -0.25535], [-2.78777, -0.37906, 0.30020], [-3.17841, 1.57732, -1.54541], [-2.24294, 2.52691, 1.07022], [-0.23000, 1.20198, -2.52444], [1.05787, 1.10146, -3.15174], [2.24008, 0.71919, -2.42333], [3.61527, 0.69159, -3.24154], [4.44840, 2.07521, -2.96541], [3.61691, 3.17220, -2.14183], [4.42630, 4.57958, -1.98581], [3.53511, 5.68571, -2.28715], [2.53310, 5.84570, -1.24728], [2.17839, 0.36957, -0.91177], [3.53145, -0.04962, -0.14655], [2.58189, -0.16651, 3.36548], [3.53591, 1.39863, 3.01703], [2.21871, 1.47397, 4.29055], [0.63126, 2.13853, 2.56672], [2.04782, 1.97413, 1.36752], [1.57016, -0.71213, 1.53816], [-3.15353, -0.18426, 1.20439], [-2.86201, 2.41841, -1.94468], [-1.14356, 1.52250, -3.13227], [1.14078, 1.34357, -4.14809], [3.39584, 0.63385, -4.37503], [4.31567, -0.15595, -2.93154], [5.39580, 1.85313, -2.34556], [4.78063, 2.55195, -3.96316], [2.61286, 3.45963, -2.63992], [3.42567, 2.81745, -1.05731], [4.72421, 4.70253, -0.87548], [5.40108, 4.60234, -2.57848], [2.62332, 5.06696, -0.41683], [2.55943, 6.90143, -0.78587], [1.47711, 5.73656, -1.70011], [4.46444, 0.17024, -0.76318], [3.47149, -1.20153, -0.04113], [3.61301, 0.40140, 0.90283], [3.21752, -1.43831, -10.00078], [2.70779, -2.14228, -8.86696], [1.85646, -1.43138, -8.11421], [1.50772, -0.29324, -8.31695], [1.45698, -2.20755, -7.08983], [0.54195, -1.57325, -6.20363], [3.89295, -2.10792, -10.53444], [2.40663, -1.15653, -10.67588], [3.78194, -0.55785, -9.68599], [-0.37528, -1.29717, -6.72860], [1.00112, -0.69620, -5.73910], [0.28744, -2.28591, -5.41807], [-6.01361, -1.24007, 0.79292], [-7.29141, -1.31765, 1.41867], [-7.24524, -1.64186, 2.72157], [-6.24316, -1.86037, 3.36366], [-8.50219, -1.68028, 3.18547], [-8.60847, -2.01537, 4.57130], [-6.16820, -0.97229, -0.25269], [-5.40267, -0.46447, 1.26092], [-5.50660, -2.20702, 0.83004], [-8.10027, -1.27032, 5.18832], [-8.20549, -3.01314, 4.75913], [-9.66665, -2.01596, 4.83350], [-5.57905, -4.37069, 9.76664], [-4.78096, -3.92345, 8.67191], [-5.41607, -3.93134, 7.48757], [-6.55826, -4.27388, 7.29767], [-4.55905, -3.49148, 6.55249], [-5.10588, -3.44764, 5.23333], [-4.96637, -4.32213, 10.66749], [-6.44596, -3.72034, 9.90282], [-5.89265, -5.40623, 9.61734], [-5.95040, -2.76453, 5.19126], [-5.40004, -4.44797, 4.90538], [-4.33068, -3.07881, 4.56158], [2.68293, -0.26530, 7.87094], [3.56334, 0.75335, 7.39780], [4.58897, 1.02378, 8.22457], [4.80353, 0.49064, 9.28409], [5.33236, 1.99196, 7.66263], [6.46546, 2.38327, 8.43735], [1.89687, -0.39881, 7.12656], [3.21499, -1.21232, 7.98521], [2.21898, 0.03333, 8.81339], [7.14795, 1.54162, 8.57417], [6.15170, 2.78713, 9.40230], [6.98946, 3.16693, 7.88910], [-6.85395, 1.42390, 4.12901], [-7.51346, 1.54947, 5.38693], [-7.58729, 2.81055, 5.84695], [-7.15485, 3.79239, 5.29494], [-8.22635, 2.78562, 7.02774], [-8.37839, 4.06635, 7.63820], [-6.85212, 0.36837, 3.85623], [-7.38953, 1.97947, 3.35562], [-5.81785, 1.76290, 4.20112], [-8.97440, 4.72688, 7.00465], [-7.40334, 4.51047, 7.85025], [-8.90594, 3.92500, 8.58204], [4.87329, -4.01236, -14.82698], [6.27273, -4.23868, -14.66896], [6.79549, -3.70279, -13.55420], [6.19159, -3.07390, -12.71842], [8.10745, -3.98861, -13.53128], [8.79834, -3.47716, -12.39313], [4.56179, -4.48812, -15.75737], [4.31440, -4.46364, -14.00405], [4.66126, -2.94317, -14.89765], [8.39632, -3.90712, -11.47296], [8.74312, -2.38659, -12.36660], [9.84572, -3.76768, -12.48090]], "atomic_forces_ev_per_a": [[-0.122, 0.758, -0.439], [1.166, -0.104, -0.211], [0.969, -0.012, 0.062], [1.739, 1.036, -1.122], [0.765, 0.425, -3.413], [2.966, -0.856, -2.025], [-2.915, 0.518, 0.339], [1.246, 2.831, -1.177], [2.340, -1.331, 1.049], [0.682, -0.896, -0.515], [1.011, -0.855, 2.878], [-0.578, -0.622, 3.737], [-0.717, -0.699, 1.797], [-0.179, 0.986, 0.052], [-0.105, 0.716, 0.414], [0.496, 0.664, 0.260], [-0.380, -0.424, 1.248], [0.385, -0.879, 0.928], [-1.137, 0.404, 0.196], [-2.318, 1.189, -1.476], [-0.978, -0.784, -0.506], [-0.192, 1.669, 0.227], [-1.655, -0.773, 0.479], [0.429, -1.124, -1.266], [0.860, -1.245, -0.733], [-1.330, -0.658, 1.171], [-1.407, 1.187, -0.386], [0.548, -0.064, -0.957], [-0.360, -0.499, 0.680], [1.756, -0.627, 0.717], [0.005, -0.197, 0.638], [0.226, -0.132, 1.902], [-1.512, 0.896, -0.502], [-1.442, 0.196, -1.108], [-0.547, -0.935, 1.561], [1.587, -0.647, 0.737], [0.064, 0.297, -1.862], [-0.221, -0.360, -1.652], [-1.641, 0.259, 0.359], [0.034, 1.059, -1.059], [0.287, -1.631, -0.752], [1.623, 0.070, 0.557], [-1.427, -0.075, 0.893], [0.190, 1.791, -0.015], [-0.175, -0.543, -1.700], [0.296, 0.165, -0.557], [-0.489, 0.219, 0.579], [0.317, -0.196, -0.460], [0.082, -0.382, 0.299], [0.086, 0.190, -0.055], [-0.290, -0.088, 0.137], [-0.131, -0.102, 0.260], [0.065, 0.094, 0.184], [-0.205, -0.026, -0.023], [0.166, 0.149, 0.041], [-0.057, 0.058, -0.166], [0.196, -0.105, -0.209], [0.272, -0.045, -0.298], [0.045, -0.051, 0.422], [-0.645, -0.180, -0.135], [-0.466, 0.370, -0.786], [0.664, 0.108, -0.415], [-0.121, -0.175, 0.572], [-0.231, -0.004, 0.189], [-0.074, -0.131, 0.067], [0.022, 0.146, 0.134], [0.043, -0.128, -0.075], [0.061, 0.163, -0.002], [0.098, 0.081, -0.297], [-0.198, -0.131, 0.400], [-0.113, 0.037, -0.422], [0.200, 0.082, -0.061], [0.406, 0.140, 0.075], [-0.105, -0.273, 0.523], [-0.114, -0.048, -0.139], [0.132, 0.089, -0.271], [0.016, -0.168, -0.122], [-0.096, 0.174, -0.064], [0.214, -0.308, 0.190], [-0.093, 0.095, 0.098], [0.029, 0.016, 0.318], [-0.303, -0.317, 0.125], [0.301, 0.175, 0.052], [0.085, 0.061, 0.051], [-0.121, 0.213, -0.488], [-0.359, -0.311, 0.005], [0.410, 0.184, 0.225], [0.202, 0.213, -0.056], [-0.021, 0.154, 0.148], [0.180, -0.106, -0.034], [-0.169, 0.053, 0.120], [0.037, -0.202, -0.055], [-0.263, -0.118, -0.129], [0.124, -0.067, -0.421], [-0.064, 0.261, 0.195], [-0.098, 0.018, 0.160], [-0.144, -0.432, 0.188], [0.224, -0.161, -0.447], [-0.098, 0.401, 0.270], [-0.057, 0.243, 0.392], [0.140, 0.093, 0.129], [-0.150, 0.107, -0.035], [0.206, -0.036, -0.005], [-0.110, 0.008, -0.176], [0.060, -0.260, -0.179], [-0.442, 0.028, -0.131], [0.281, 0.165, 0.393], [0.122, -0.143, -0.198], [0.183, -0.202, -0.249], [-0.485, 0.060, -0.084], [0.293, 0.125, 0.322], [0.305, -0.020, 0.085], [0.085, 0.177, -0.009], [0.018, -0.113, 0.161], [-0.064, 0.161, -0.100], [-0.130, -0.133, 0.072], [-0.200, -0.089, -0.231]], "e_homo_ev": -11.948, "total_charge": 1, "energy_ha": -3729.17155, "max_force_ha_per_bohr": 0.07452}

***

Entry 2:
{"formula": "C31H43NP2W", "method": "ωB97M-V/def2-TZVPD", "symbols": ["W", "C", "C", "C", "P", "C", "C", "C", "C", "C", "C", "C", "C", "C", "N", "C", "C", "C", "C", "C", "C", "P", "C", "C", "C", "C", "C", "C", "H", "H", "H", "H", "H", "H", "H", "H", "H", "H", "H", "H", "H", "H", "H", "H", "H", "H", "H", "H", "H", "H", "H", "H", "H", "H", "H", "H", "H", "H", "H", "H", "H", "H", "H", "H", "C", "C", "C", "C", "C", "C", "C", "H", "H", "H", "H", "H", "H", "H"], "coordinates": [[-0.23822, 0.60128, -0.13748], [1.51040, -0.47683, 3.65536], [0.08395, 0.07610, 3.58484], [-0.69445, -0.27829, 4.85303], [-0.74174, -0.49806, 2.03467], [-2.55478, -0.54746, 2.28459], [-3.09446, 0.87321, 2.45871], [-3.24135, -1.28831, 1.13641], [-0.16763, -2.15588, 1.64415], [-0.22935, -3.22710, 2.52919], [0.33770, -4.44534, 2.19066], [0.98857, -4.57712, 0.97337], [1.04082, -3.52370, 0.06970], [0.43235, -2.31683, 0.39126], [0.42635, -1.18825, -0.48629], [0.94896, -1.25158, -1.82153], [0.59811, -2.26252, -2.71289], [1.08986, -2.23501, -4.00557], [1.91253, -1.19639, -4.43225], [2.22703, -0.16471, -3.56757], [1.75918, -0.18143, -2.25206], [2.00158, 1.18480, -1.07077], [2.25608, 2.70186, -2.07784], [1.05321, 3.02282, -2.96358], [2.64493, 3.91027, -1.22345], [3.50926, 0.90092, -0.05847], [3.74452, -0.58987, 0.18167], [3.44332, 1.69066, 1.25101], [2.08062, 0.08095, 4.39791], [2.03767, -0.41405, 2.70340], [1.50303, -1.52492, 3.95360], [0.12356, 1.16505, 3.48340], [-0.80300, -1.35682, 4.97367], [-1.68272, 0.17642, 4.88929], [-0.13378, 0.08631, 5.71430], [-2.69913, -1.11050, 3.21195], [-3.01009, 1.43166, 1.52344], [-2.58307, 1.43227, 3.24320], [-4.15315, 0.83415, 2.71531], [-3.09239, -0.78203, 0.17884], [-4.31668, -1.31024, 1.31648], [-2.89305, -2.31667, 1.04593], [-0.71289, -3.11162, 3.49133], [0.28862, -5.27737, 2.87883], [1.46330, -5.51376, 0.71370], [1.56249, -3.65282, -0.86681], [-0.06557, -3.05546, -2.39545], [0.82049, -3.02558, -4.69306], [2.29717, -1.18835, -5.44270], [2.84824, 0.64835, -3.91921], [3.11083, 2.44335, -2.71248], [0.23336, 3.43257, -2.36987], [0.69352, 2.16148, -3.52884], [1.33640, 3.78996, -3.68406], [1.89722, 4.11921, -0.45509], [2.70578, 4.78752, -1.86729], [3.61636, 3.79075, -0.74815], [4.31964, 1.29516, -0.68239], [2.92186, -1.04537, 0.73684], [4.65067, -0.71161, 0.77546], [3.87652, -1.14141, -0.74824], [2.57368, 1.39596, 1.84031], [3.39279, 2.76604, 1.10069], [4.33464, 1.47910, 1.84200], [-1.79409, 1.45020, -1.11869], [-3.15313, 1.14587, -1.61329], [-3.33002, 0.12625, -2.54948], [-4.60408, -0.21424, -2.96948], [-5.70698, 0.46110, -2.46059], [-5.53410, 1.48271, -1.53841], [-4.25963, 1.82932, -1.11514], [-1.72457, 2.40617, -0.53837], [-1.05008, 1.54900, -1.97554], [-2.46819, -0.39904, -2.94885], [-4.73999, -1.00204, -3.69796], [-6.70161, 0.19690, -2.79305], [-6.39124, 2.01925, -1.15474], [-4.12754, 2.63970, -0.40776]], "atomic_forces_ev_per_a": [[-0.009, 0.036, -0.103], [0.003, -0.003, -0.028], [0.013, -0.033, -0.023], [-0.026, 0.031, 0.005], [0.051, -0.027, 0.159], [-0.032, 0.013, -0.005], [-0.013, -0.007, -0.012], [-0.003, -0.001, -0.001], [-0.021, -0.076, 0.061], [-0.005, 0.014, -0.017], [-0.002, -0.016, 0.020], [0.007, 0.008, -0.023], [-0.018, 0.009, 0.036], [0.040, -0.036, -0.086], [0.015, 0.087, -0.056], [0.028, 0.041, 0.037], [-0.024, 0.031, 0.017], [-0.003, -0.009, -0.011], [0.001, -0.002, -0.016], [-0.008, -0.009, 0.024], [-0.003, -0.013, 0.029], [-0.017, -0.016, -0.058], [0.004, 0.004, -0.002], [-0.006, -0.012, 0.000], [0.005, -0.011, 0.011], [-0.007, 0.001, -0.012], [0.011, 0.005, 0.019], [-0.020, -0.007, 0.011], [-0.003, 0.004, 0.003], [0.006, -0.001, 0.012], [-0.008, 0.001, 0.001], [-0.011, 0.005, 0.006], [0.011, -0.003, -0.011], [0.002, -0.003, 0.007], [-0.002, 0.001, 0.003], [0.004, -0.003, -0.002], [-0.001, 0.005, 0.003], [0.003, 0.001, 0.000], [0.002, -0.003, 0.006], [0.003, 0.001, 0.007], [0.002, -0.010, 0.002], [-0.002, -0.003, 0.004], [0.000, 0.001, -0.001], [0.004, -0.003, -0.003], [-0.002, -0.005, 0.008], [-0.002, 0.000, 0.000], [0.002, -0.002, -0.001], [0.002, 0.002, -0.004], [-0.003, -0.006, -0.001], [0.001, 0.004, 0.005], [-0.005, -0.006, -0.005], [-0.004, -0.004, -0.002], [-0.006, 0.006, 0.004], [0.006, 0.003, 0.003], [0.002, 0.005, 0.003], [-0.002, -0.004, -0.008], [-0.006, -0.002, 0.004], [0.009, -0.013, 0.008], [0.002, -0.002, -0.002], [0.000, -0.004, -0.003], [-0.002, 0.002, -0.005], [0.011, 0.006, 0.007], [0.000, 0.001, -0.009], [-0.001, -0.001, 0.002], [0.115, 0.114, -0.062], [0.022, -0.011, 0.030], [-0.034, 0.010, 0.011], [0.022, -0.005, -0.002], [-0.026, -0.010, -0.012], [0.016, 0.024, 0.021], [-0.011, -0.033, -0.025], [-0.043, -0.029, -0.057], [-0.038, -0.034, 0.083], [0.005, 0.004, -0.002], [-0.002, 0.000, -0.001], [0.001, 0.000, 0.000], [-0.004, -0.003, -0.004], [0.004, 0.001, 0.003]], "e_homo_ev": [-13.537, -13.885], "de_lowest_ev": 0.0000, "s2": 2.021, "multiplicity": 3, "total_charge": 2, "energy_ha": -2011.05596, "max_force_ha_per_bohr": 0.00337}

***

Entry 3:
{"formula": "C17H13BrCl2N6S", "method": "ωB97M-V/def2-TZVPD", "symbols": ["N", "C", "N", "C", "N", "C", "C", "C", "N", "C", "C", "C", "Cl", "C", "N", "C", "C", "C", "C", "C", "Cl", "C", "C", "Br", "S", "C", "N", "H", "H", "H", "H", "H", "H", "H", "H", "H", "H", "H", "H", "H"], "coordinates": [[3.91190, 2.51543, 4.72329], [3.56632, 2.58654, 3.46100], [2.92014, 1.51650, 3.12021], [2.49387, 1.42778, 1.90418], [1.80126, 0.28638, 1.72838], [2.59345, 2.45395, 1.03817], [2.13106, 2.74028, -0.33523], [1.35245, 1.75459, -1.20644], [0.09086, 1.44117, -0.50027], [-0.66628, 0.26232, -0.70126], [-0.34040, -0.64161, -1.69786], [-1.06854, -1.78430, -1.91442], [-0.71640, -2.63958, -3.37355], [-2.21416, -2.09707, -1.11552], [-2.99649, -3.24451, -1.35576], [-2.55566, -4.55020, -1.64921], [-3.60255, -5.30765, -2.10437], [-4.76660, -4.46290, -2.02917], [-4.36979, -3.23003, -1.55843], [-2.58690, -1.10999, -0.10568], [-3.96296, -1.32047, 0.93863], [-1.77599, 0.03337, 0.09703], [2.55798, 3.96028, -0.82207], [2.12591, 4.74046, -2.50080], [3.49166, 4.80293, 0.35684], [3.36471, 3.52534, 1.51370], [3.87456, 3.62783, 2.73836], [3.28312, 1.91968, 5.23662], [4.00194, 3.48992, 5.06083], [0.99815, 0.31415, 1.10246], [1.72814, -0.22745, 2.59126], [1.19807, 2.17292, -2.20040], [1.99148, 0.87713, -1.38808], [-0.32202, 2.18113, 0.07678], [0.42470, -0.36838, -2.39676], [-1.52992, -4.86794, -1.60950], [-3.54612, -6.37360, -2.37689], [-5.80914, -4.75378, -2.28779], [-5.05874, -2.39522, -1.37411], [-2.01306, 0.74457, 0.91581]], "atomic_forces_ev_per_a": [[1.206, 2.608, 3.414], [0.166, -0.468, -0.491], [0.082, -1.172, 0.092], [-2.131, -2.390, 0.908], [-0.823, -0.843, -1.396], [0.664, 3.168, -3.410], [0.172, -0.079, -1.051], [-0.117, 0.430, 0.984], [0.003, -0.782, -0.161], [0.449, 1.275, 0.182], [0.297, 0.436, -0.062], [-1.655, -0.016, 0.660], [-0.006, -0.318, 0.114], [0.248, 1.387, 0.772], [-0.430, -0.888, -0.108], [-0.196, 0.247, -0.475], [-0.210, 0.333, 0.558], [-0.387, -0.174, -0.055], [-0.998, -0.576, -0.619], [1.698, -0.472, -1.032], [0.409, -0.056, -0.272], [-1.189, -0.632, 0.634], [-0.750, -1.550, 0.885], [0.291, -0.235, 0.689], [0.497, 0.769, 0.027], [-0.343, 0.208, -0.147], [0.220, 1.102, -1.071], [0.228, 0.023, 0.297], [0.225, -1.124, 0.465], [0.441, -0.211, 0.191], [-0.221, -0.122, -0.130], [-0.229, 0.202, 0.016], [-0.441, -0.150, 0.484], [0.354, -0.572, -0.599], [0.320, -0.147, -0.214], [0.191, 0.411, 0.222], [-0.061, 0.856, 0.149], [1.065, 0.378, 0.314], [0.969, -0.243, -0.076], [-0.008, -0.611, -0.690]], "e_homo_ev": -8.234, "de_lowest_ev": 0.0000, "smiles": "Nc1nc(N)c2c(CNc3cc(Cl)c(-n4cccc4)c(Cl)c3)c(Br)sc2n1", "energy_ha": -4876.75589, "max_force_ha_per_bohr": 0.09143}